[1]
{"formula": "C6H14OSi", "method": "ωB97M-V/def2-TZVPD", "smiles": "C/C=C/O[Si](C)(C)C", "e_tot_ev": -16375.2171, "de_lowest_kcal_mol": 14.4, "multiplicity": 1, "total_charge": 0, "orbital_gap_ha": 0.343, "species": ["C", "C", "C", "O", "Si", "C", "C", "C", "H", "H", "H", "H", "H", "H", "H", "H", "H", "H", "H", "H", "H", "H"], "positions_angstrom": [[1.152, 2.740, 2.290], [1.586, 1.755, 1.271], [0.714, 0.887, 0.761], [1.071, -0.093, -0.112], [-0.210, -0.946, -0.844], [-1.594, -1.206, 0.353], [0.437, -2.683, -1.337], [-1.008, 0.024, -2.257], [0.403, 3.472, 1.901], [1.949, 3.369, 2.697], [0.765, 2.245, 3.164], [2.590, 1.792, 0.910], [-0.311, 0.926, 1.100], [-2.221, -2.018, 0.122], [-1.165, -1.427, 1.367], [-2.252, -0.317, 0.431], [1.094, -3.040, -0.542], [1.040, -2.736, -2.244], [-0.428, -3.337, -1.441], [-1.973, -0.479, -2.481], [-1.206, 1.028, -1.918], [-0.433, 0.043, -3.191]], "mulliken_charge": [-1.163, 0.021, -0.215, -0.496, 0.494, -1.125, -1.043, -0.972, 0.267, 0.344, 0.313, 0.400, 0.248, 0.433, 0.308, 0.325, 0.288, 0.338, 0.315, 0.300, 0.297, 0.325]}

---

[2]
{"formula": "C48H44N2NaO4P", "method": "ωB97M-V/def2-TZVPD", "e_tot_ev": -75361.3014, "multiplicity": 1, "total_charge": -2, "orbital_gap_ha": [0.097, 0.098], "species": ["Na", "N", "P", "C", "C", "C", "C", "C", "C", "C", "C", "C", "C", "C", "C", "C", "C", "C", "C", "C", "N", "H", "H", "H", "H", "H", "H", "H", "H", "H", "H", "H", "H", "H", "H", "H", "C", "C", "C", "O", "C", "C", "O", "C", "O", "C", "C", "C", "C", "C", "C", "C", "C", "C", "C", "C", "C", "C", "O", "C", "C", "C", "C", "C", "C", "C", "C", "C", "C", "C", "C", "H", "H", "H", "H", "H", "H", "H", "H", "H", "H", "H", "H", "H", "H", "H", "H", "H", "H", "H", "H", "H", "H", "H", "H", "H", "H", "H", "H", "H"], "positions_angstrom": [[0.000, 0.000, 0.000], [-0.626, -1.542, 2.378], [-0.005, -0.007, 2.438], [0.078, 0.175, 4.259], [-0.491, 1.316, 4.846], [-0.465, 1.498, 6.231], [0.128, 0.540, 7.049], [0.696, -0.600, 6.484], [0.672, -0.781, 5.098], [1.766, -0.304, 2.067], [2.606, 0.818, 1.941], [3.968, 0.675, 1.658], [4.515, -0.594, 1.497], [3.701, -1.717, 1.614], [2.338, -1.572, 1.892], [-1.128, -2.234, 1.233], [-1.506, -3.568, 1.419], [-1.974, -4.314, 0.339], [-2.047, -3.720, -0.912], [-1.644, -2.403, -1.025], [-1.190, -1.661, 0.008], [-1.277, -1.743, 3.133], [-0.960, 2.078, 4.227], [-0.908, 2.389, 6.669], [0.150, 0.682, 8.127], [1.165, -1.347, 7.119], [1.128, -1.675, 4.680], [2.203, 1.822, 2.060], [4.596, 1.556, 1.563], [5.573, -0.707, 1.276], [4.122, -2.710, 1.483], [1.731, -2.469, 1.969], [-1.426, -4.030, 2.397], [-2.269, -5.350, 0.475], [-2.402, -4.268, -1.776], [-1.673, -1.888, -1.981], [-4.038, 3.156, -4.561], [-3.595, 1.962, -3.722], [-4.551, 0.792, -3.979], [-3.633, 2.310, -2.353], [-2.496, 1.621, -1.703], [-1.702, 0.972, -2.909], [-2.269, 1.631, -4.087], [-0.141, 0.606, -3.069], [0.151, -0.210, -2.054], [0.082, -0.251, -4.404], [-0.240, 0.277, -5.670], [-0.038, -0.443, -6.855], [0.507, -1.722, -6.811], [0.853, -2.274, -5.584], [0.647, -1.548, -4.404], [0.861, 1.796, -3.108], [0.591, 2.956, -3.853], [1.528, 3.990, -3.985], [2.768, 3.896, -3.362], [3.070, 2.764, -2.615], [2.135, 1.730, -2.501], [-1.952, 2.487, -0.458], [-1.192, 1.664, 0.260], [-3.180, 2.898, 0.480], [-4.106, 3.877, 0.064], [-5.175, 4.282, 0.873], [-5.352, 3.719, 2.132], [-4.464, 2.746, 2.576], [-3.399, 2.342, 1.760], [-1.144, 3.783, -0.773], [-1.463, 4.606, -1.864], [-0.821, 5.832, -2.087], [0.176, 6.267, -1.221], [0.522, 5.479, -0.129], [-0.139, 4.266, 0.094], [-5.025, 3.516, -4.253], [-4.062, 2.904, -5.626], [-3.340, 3.993, -4.454], [-5.586, 1.079, -3.766], [-4.331, -0.065, -3.333], [-4.480, 0.444, -5.015], [-2.992, 0.756, -1.226], [-2.164, -0.030, -2.975], [-0.653, 1.277, -5.744], [-0.306, 0.009, -7.802], [0.667, -2.280, -7.726], [1.288, -3.265, -5.523], [0.935, -1.999, -3.457], [-0.375, 3.071, -4.329], [1.263, 4.874, -4.552], [3.482, 4.706, -3.440], [4.021, 2.674, -2.103], [2.384, 0.853, -1.908], [-3.993, 4.332, -0.914], [-5.858, 5.040, 0.507], [-6.175, 4.035, 2.762], [-4.579, 2.294, 3.554], [-2.714, 1.582, 2.131], [-2.228, 4.286, -2.557], [-1.096, 6.424, -2.952], [0.691, 7.202, -1.403], [1.306, 5.786, 0.553], [0.138, 3.661, 0.956], [1.875, 0.000, 0.000]], "mulliken_charge": [1.069, 0.057, 0.269, -0.230, -0.169, -0.614, -0.330, -0.726, -0.252, -0.696, 0.564, -0.405, -0.343, -0.788, -0.100, 0.049, -0.880, -0.383, -1.170, -0.063, 0.265, 0.316, 0.337, 0.392, 0.343, 0.369, 0.397, 0.139, 0.354, 0.328, 0.330, 0.345, 0.412, 0.350, 0.435, 0.377, -1.970, 1.674, -1.894, -0.296, -1.276, 0.383, -0.130, 1.927, -1.659, -0.008, 0.060, -1.107, -0.441, -0.838, -0.421, -0.314, 0.700, -1.005, -0.462, -1.033, -0.360, 1.640, 0.394, -0.296, -0.119, -1.068, -0.348, -0.878, -0.296, -0.181, 0.788, -0.936, -0.530, -0.722, -0.406, 0.354, 0.419, 0.341, 0.415, 0.343, 0.334, 0.331, -0.104, 0.171, 0.388, 0.353, 0.412, 0.346, 0.139, 0.357, 0.338, 0.417, 0.246, 0.274, 0.387, 0.358, 0.415, 0.464, -0.052, 0.402, 0.323, 0.388, 0.289, 0.230]}

---

[3]
{"formula": "C24H49BrN5OW", "method": "ωB97M-V/def2-TZVPD", "e_tot_ev": -107024.5035, "de_lowest_kcal_mol": 19.8, "multiplicity": 3, "total_charge": 3, "s_squared": 2.013, "orbital_gap_ha": [0.232, 0.235], "species": ["W", "N", "C", "C", "N", "C", "C", "N", "H", "H", "H", "H", "H", "H", "H", "H", "H", "H", "H", "H", "H", "C", "N", "C", "C", "C", "N", "C", "C", "H", "H", "H", "H", "H", "H", "H", "H", "H", "H", "H", "H", "H", "H", "H", "H", "C", "C", "C", "C", "C", "C", "C", "Br", "C", "O", "C", "C", "C", "C", "C", "C", "H", "H", "H", "H", "H", "H", "H", "H", "H", "H", "H", "H", "H", "H", "H", "H", "H", "H", "H", "H"], "positions_angstrom": [[0.072, 0.207, -0.083], [1.694, -1.225, -0.759], [2.818, -1.154, 0.242], [2.269, -1.323, 1.626], [1.022, -0.486, 1.802], [1.098, 0.596, 2.872], [0.436, 1.872, 2.414], [-0.755, 1.506, 1.560], [2.071, -0.934, -1.657], [1.423, -2.197, -0.875], [3.567, -1.912, 0.031], [3.273, -0.185, 0.132], [2.000, -2.358, 1.827], [3.017, -1.035, 2.359], [0.326, -1.129, 2.145], [0.617, 0.197, 3.764], [2.135, 0.791, 3.121], [0.134, 2.471, 3.268], [1.105, 2.464, 1.804], [-1.457, 1.065, 2.144], [-1.180, 2.365, 1.222], [-2.309, -1.207, 1.828], [-1.415, -1.592, 0.700], [-0.720, -2.853, 1.099], [-2.285, -1.944, -0.461], [-1.458, -1.937, -1.704], [-1.035, -0.532, -1.977], [-2.284, 0.222, -2.371], [-0.136, -0.529, -3.178], [-2.986, -2.029, 2.067], [-2.911, -0.343, 1.553], [-1.724, -0.994, 2.727], [-1.452, -3.653, 1.201], [-0.238, -2.754, 2.072], [0.018, -3.158, 0.362], [-3.086, -1.213, -0.524], [-2.754, -2.916, -0.303], [-2.017, -2.325, -2.555], [-0.569, -2.555, -1.602], [-2.938, -0.458, -2.916], [-2.021, 1.038, -3.029], [-2.818, 0.610, -1.508], [-0.715, -0.814, -4.056], [0.659, -1.257, -3.056], [0.277, 0.465, -3.330], [3.611, 6.816, -3.039], [2.494, 6.814, -1.983], [2.934, 7.641, -0.765], [1.240, 7.444, -2.586], [2.237, 5.374, -1.536], [0.998, 4.766, -1.660], [0.900, 3.471, -1.200], [-0.782, 2.579, -1.337], [1.900, 2.702, -0.664], [1.622, 1.400, -0.268], [3.166, 3.289, -0.555], [3.271, 4.611, -0.978], [4.400, 2.515, -0.066], [4.843, 1.571, -1.200], [4.086, 1.749, 1.232], [5.584, 3.438, 0.245], [3.790, 7.839, -3.374], [3.335, 6.219, -3.912], [4.554, 6.431, -2.642], [3.080, 8.680, -1.065], [3.880, 7.283, -0.349], [2.179, 7.620, 0.025], [1.468, 8.464, -2.894], [0.419, 7.502, -1.863], [0.895, 6.905, -3.475], [0.145, 5.287, -2.074], [4.238, 5.085, -0.891], [4.003, 1.025, -1.640], [5.592, 0.853, -0.847], [5.295, 2.146, -2.010], [3.229, 1.075, 1.120], [3.864, 2.449, 2.043], [4.956, 1.158, 1.535], [5.963, 3.943, -0.646], [6.405, 2.839, 0.645], [5.328, 4.190, 0.996]], "mulliken_charge": [1.277, -0.947, 0.566, -0.953, -0.312, -0.646, -0.286, -0.459, 0.245, 0.280, 0.783, -0.650, 0.411, 0.551, -0.071, 0.430, 0.487, 0.640, -0.006, 0.275, 0.361, -1.298, -0.411, -1.254, -0.851, -0.856, 0.077, -1.391, -1.214, 0.473, 0.409, 0.363, 0.519, 0.617, 0.331, 0.508, 0.476, 0.640, 0.319, 0.332, 0.588, 0.425, 0.513, 0.447, 0.310, -1.530, 1.904, -1.545, -2.097, -0.305, -0.718, 1.189, 0.039, -0.227, 0.630, -0.978, -0.681, 2.396, -1.402, -1.770, -2.241, 0.466, 0.363, 0.329, 0.467, 0.329, 0.367, 0.435, 0.402, 0.414, 0.623, 0.494, 0.180, 0.367, 0.465, 0.216, 0.496, 0.470, 0.487, 0.477, 0.441]}

---

[4]
{"formula": "C2H5IO2S", "method": "ωB97M-V/def2-TZVPD", "e_tot_ev": -25184.3706, "de_lowest_kcal_mol": 0.0, "multiplicity": 1, "total_charge": 0, "orbital_gap_ha": 0.297, "species": ["C", "C", "O", "O", "S", "I", "H", "H", "H", "H", "H"], "positions_angstrom": [[1.179, 0.439, -0.009], [0.732, -0.799, 0.059], [-2.102, 1.843, -0.572], [-0.905, 3.220, 1.029], [-1.019, 2.758, -0.321], [-4.747, -0.282, -0.095], [1.624, 0.942, 0.835], [-3.529, 0.708, -0.279], [1.163, 0.994, -0.937], [0.295, -1.291, -0.793], [0.756, -1.371, 0.975]], "mulliken_charge": [-0.666, -0.390, -0.357, -0.356, 0.665, -0.137, 0.255, 0.178, 0.354, 0.223, 0.233]}

---

[5]
{"formula": "C28H36P2SiV", "method": "ωB97M-V/def2-TZVPD", "e_tot_ev": -81740.8696, "de_lowest_kcal_mol": 11.0, "multiplicity": 2, "total_charge": 2, "s_squared": 0.818, "orbital_gap_ha": [0.226, 0.223], "species": ["C", "C", "C", "H", "C", "C", "H", "H", "H", "H", "V", "C", "H", "H", "H", "Si", "C", "C", "H", "C", "H", "C", "H", "C", "H", "C", "H", "C", "C", "H", "C", "H", "C", "H", "C", "H", "C", "H", "H", "H", "C", "P", "C", "C", "C", "C", "C", "C", "C", "P", "C", "C", "H", "H", "H", "H", "H", "H", "H", "H", "H", "H", "H", "H", "H", "H", "H", "H"], "positions_angstrom": [[0.099, 2.084, 1.191], [-0.997, 2.798, 0.605], [-2.186, 2.377, 1.234], [-0.872, 3.390, -0.311], [-1.821, 1.634, 2.432], [-0.350, 1.582, 2.480], [0.293, 1.212, 3.283], [1.132, 2.213, 0.830], [-3.199, 2.679, 0.935], [-2.456, 1.381, 3.285], [-0.905, 0.019, 1.104], [-1.049, -0.671, -0.686], [-2.020, -0.409, -0.275], [-0.140, -0.904, 0.026], [-0.883, -1.292, -1.551], [0.288, 1.514, -2.613], [1.724, 0.157, -2.968], [2.868, 0.960, -3.128], [2.767, 2.018, -2.959], [4.127, 0.497, -3.540], [5.029, 1.137, -3.562], [4.248, -0.822, -4.024], [5.195, -1.207, -4.456], [3.114, -1.688, -3.974], [3.230, -2.714, -4.401], [1.881, -1.183, -3.448], [0.997, -1.837, -3.470], [-1.208, 1.500, -3.740], [-0.688, 2.345, -4.716], [0.335, 2.218, -5.029], [-1.460, 3.397, -5.197], [-0.952, 4.117, -5.827], [-2.747, 3.636, -4.751], [-3.329, 4.490, -5.120], [-3.328, 2.665, -3.936], [-4.341, 2.824, -3.563], [-2.559, 1.620, -3.374], [-3.010, 0.882, -2.712], [-0.533, 0.775, -1.205], [0.497, 2.956, -2.739], [2.236, -2.209, 0.820], [1.305, -0.797, 1.465], [2.683, 0.372, 1.768], [0.834, -1.401, 3.126], [1.858, -1.707, 4.016], [1.557, -2.366, 5.210], [0.232, -2.615, 5.561], [-0.813, -2.230, 4.712], [-0.527, -1.706, 3.459], [-1.965, -1.448, 2.337], [-3.472, -1.057, 3.212], [-2.172, -3.043, 1.513], [2.451, -1.966, -0.220], [1.643, -3.126, 0.820], [3.180, -2.419, 1.350], [2.401, 1.036, 2.597], [3.631, -0.144, 1.987], [2.849, 0.997, 0.884], [2.888, -1.417, 3.776], [2.344, -2.706, 5.859], [-0.075, -3.134, 6.459], [-1.891, -2.320, 4.958], [-3.190, -0.583, 4.164], [-4.073, -0.362, 2.601], [-4.010, -2.005, 3.356], [-1.214, -3.585, 1.455], [-2.915, -3.571, 2.112], [-2.568, -2.837, 0.514]], "mulliken_charge": [-0.225, -0.380, -1.051, 0.603, -0.638, -0.997, 0.824, 0.488, 0.518, 0.889, -0.666, -1.255, 0.475, 0.820, 0.672, -0.087, 0.841, -0.629, 0.425, -0.865, 0.389, -0.351, 0.367, -0.635, 0.379, -0.138, 0.342, 1.045, -1.048, 0.579, -0.430, 0.378, -0.638, 0.400, -0.502, 0.365, -0.533, 0.386, 0.235, -0.046, -1.143, 1.690, -1.846, 0.541, -0.900, -0.855, -0.741, -0.810, -0.091, 1.820, -1.634, -1.424, 0.433, 0.369, 0.442, 0.497, 0.547, 0.430, 0.375, 0.465, 0.447, 0.353, 0.547, 0.384, 0.481, 0.383, 0.487, 0.449]}

---

[6]
{"formula": "C8H20N3", "method": "ωB97M-V/def2-TZVPD", "e_tot_ev": -13078.4671, "de_lowest_kcal_mol": 158.1, "multiplicity": 1, "total_charge": 1, "orbital_gap_ha": [0.309, 0.308], "species": ["C", "C", "C", "C", "C", "C", "C", "C", "N", "N", "N", "H", "H", "H", "H", "H", "H", "H", "H", "H", "H", "H", "H", "H", "H", "H", "H", "H", "H", "H", "H"], "positions_angstrom": [[0.370, 2.419, 0.264], [1.661, 1.507, 0.614], [1.721, -1.982, -0.494], [-2.814, -0.600, -0.245], [-1.409, -0.634, 1.727], [-0.271, 0.089, -1.783], [2.329, -0.584, -0.135], [-1.363, -0.696, 0.206], [-0.769, 1.581, -0.060], [1.420, 0.127, 0.623], [-0.446, 0.276, -0.388], [0.222, 3.196, 1.041], [0.789, 2.977, -0.653], [2.577, 1.589, -0.011], [1.891, 1.706, 1.588], [1.455, -2.416, 0.539], [0.922, -2.042, -1.115], [2.445, -2.778, -0.765], [-3.473, -1.317, 0.119], [-3.075, 0.367, 0.248], [-2.835, -0.669, -1.275], [-1.711, 0.264, 2.113], [-0.544, -0.743, 2.290], [-2.057, -1.317, 2.169], [0.735, 0.151, -2.178], [-0.678, -0.951, -1.990], [-0.717, 1.020, -2.405], [3.251, -0.637, 0.650], [2.618, -0.178, -1.144], [-0.835, -1.520, -0.223], [-1.410, 1.794, 0.674]], "mulliken_charge": [-0.612, -0.594, -1.246, -1.221, -1.753, -0.836, -0.322, 0.052, -0.663, 0.031, 0.903, 0.397, 0.227, 0.413, 0.407, 0.284, 0.248, 0.460, 0.472, 0.330, 0.359, 0.465, 0.432, 0.567, 0.258, 0.421, 0.209, 0.370, 0.392, 0.183, 0.367]}